#w
ORCA calculation (wB97M-V/def2-TZVPD) on a single C4H2O2 molecule.

- LUMO energy (eV) = -0.20
- spin multiplicity = 1
- net charge = 0

Cartesian coordinates (Å):
O: -2.81216 -0.03656 -0.28544
C: -1.66984 0.05543 -0.03907
C: -0.45122 -0.73573 0.11033
C: -0.51016 0.79135 0.26890
C: 0.77880 0.02011 0.36472
O: 1.87802 0.10737 -0.50059
H: 1.15671 -0.08512 1.45227
H: 1.62986 -0.11685 -1.37111

Atom charges from the Löwdin analysis, given in e for atoms 1 to 2:
1. O 0.136
2. C -0.455



#x
ORCA calculation (wB97M-V/def2-TZVPD) on a single C4H2O2 molecule.

- LUMO energy (eV) = -1.03
- spin multiplicity = 1
- net charge = 0

Cartesian coordinates (Å):
O: -2.45992 0.45636 0.87609
C: -1.98844 -0.26816 0.03279
C: -0.54612 -0.45812 -0.04165
C: 0.65216 -0.30326 -0.07779
C: 1.98785 0.27614 -0.03374
O: 3.03349 -0.31160 -0.13684
H: -2.60418 -0.76151 -0.73559
H: 1.92516 1.37015 0.11673

Atom charges from the Löwdin analysis, given in e for atoms 1 to 2:
1. O 0.077
2. C -0.264



#y
ORCA calculation (wB97M-V/def2-TZVPD) on a single C4H2O2 molecule.

- LUMO energy (eV) = -1.53
- spin multiplicity = 1
- net charge = 0

Cartesian coordinates (Å):
O: 0.96703 -0.18762 2.77049
C: 0.27717 -0.17478 1.83247
C: -0.68457 -0.14005 0.93569
C: -0.82060 -0.02916 -0.37861
C: 0.39069 0.10559 -1.24740
O: 0.39525 0.73432 -2.27519
H: -1.79095 0.07051 -0.86119
H: 1.29691 -0.38526 -0.83780

Atom charges from the Löwdin analysis, given in e for atoms 1 to 2:
1. O 0.185
2. C -0.187



#z
ORCA calculation (wB97M-V/def2-TZVPD) on a single C4H2O2 molecule.

- LUMO energy (eV) = -1.22
- spin multiplicity = 1
- net charge = 0

Cartesian coordinates (Å):
O: 2.16866 -1.72937 0.29490
C: 1.43893 -0.97187 -0.20343
C: 0.71300 -0.18564 -0.98262
C: -0.36956 0.54249 -0.72275
C: -0.89021 0.46450 0.68207
O: -1.98593 0.04309 0.95575
H: -0.92534 1.09108 -1.48140
H: -0.14954 0.74572 1.45748

Atom charges from the Löwdin analysis, given in e for atoms 1 to 2:
1. O 0.191
2. C -0.189



Pick the most stable structure from those above. Pick: #y